Record 1
{
  "formula": "C37H52N6O6PSiTeY",
  "method": "wB97M-V/def2-TZVPD",
  "orbital_gap_ha": 0.2676,
  "relative_energy_kcal_mol": 14.8,
  "homo_energy_ev": -7.5,
  "symbols": ["Y", "O", "C", "C", "C", "C", "C", "C", "C", "O", "N", "N", "C", "C", "C", "C", "C", "C", "N", "H", "H", "H", "H", "H", "H", "H", "H", "H", "H", "N", "C", "C", "N", "C", "C", "N", "H", "H", "H", "H", "H", "H", "H", "H", "H", "H", "H", "H", "H", "C", "C", "O", "P", "O", "Te", "O", "C", "C", "H", "H", "H", "H", "H", "H", "H", "H", "H", "H", "C", "C", "C", "C", "Si", "O", "C", "C", "C", "C", "C", "C", "C", "C", "C", "C", "C", "C", "H", "H", "H", "H", "H", "H", "H", "H", "H", "H", "H", "H", "H", "H", "H", "H", "H", "H", "H"],
  "coordinates": [[0.725801, -0.410786, -0.875190], [-2.414173, 3.812313, -3.505591], [-3.069806, 2.662979, -3.805239], [-4.337825, 2.733624, -4.385216], [-5.035505, 1.592606, -4.724033], [-4.472524, 0.344550, -4.488133], [-3.225541, 0.277178, -3.900821], [-2.497063, 1.411621, -3.533993], [-1.186294, 1.182301, -2.842619], [-0.904932, -0.024108, -2.519597], [-0.433718, 2.234895, -2.603791], [0.640473, 1.850397, -1.840136], [1.623781, 2.661159, -1.784677], [2.763629, 2.300656, -0.935505], [3.887341, 3.115176, -0.861966], [4.956077, 2.715337, -0.079528], [4.878622, 1.510306, 0.597699], [3.720899, 0.758478, 0.470522], [2.676896, 1.142862, -0.256251], [-2.999661, 4.550446, -3.704812], [-4.770697, 3.711271, -4.571926], [-6.015563, 1.679806, -5.175555], [-5.001826, -0.560479, -4.753338], [-2.770822, -0.680213, -3.685457], [1.659505, 3.574782, -2.372463], [3.916385, 4.039542, -1.422461], [5.841397, 3.333771, -0.008739], [5.690598, 1.147206, 1.212039], [3.623637, -0.208493, 0.947547], [0.016735, -2.566714, -2.329133], [-0.787885, -3.577014, -1.646945], [-1.580990, -2.921979, -0.529043], [-0.693485, -2.174354, 0.355669], [0.118241, -2.992852, 1.250188], [0.845945, -2.110359, 2.269361], [1.152190, -0.778565, 1.720708], [-0.531875, -2.000148, -2.968854], [0.764304, -2.987943, -2.867185], [-0.107377, -4.325083, -1.233451], [-1.473265, -4.109898, -2.314787], [-2.162088, -3.678901, 0.015798], [-2.288852, -2.206910, -0.957120], [-1.234119, -1.496387, 0.884074], [0.843562, -3.535097, 0.644402], [-0.498432, -3.726900, 1.787997], [1.781989, -2.598471, 2.543405], [0.242611, -2.023373, 3.177186], [1.951249, -0.386834, 2.202184], [0.381334, -0.142425, 1.897233], [4.410597, -5.664065, -1.900451], [3.189016, -4.872447, -1.493627], [3.048645, -3.717895, -2.346708], [3.281413, -2.243986, -1.752659], [2.460643, -2.068328, -0.494017], [2.717956, -0.648874, -3.371077], [4.838034, -2.160765, -1.390165], [5.370204, -2.530055, -0.108077], [6.755211, -1.942634, 0.000197], [4.518025, -6.547316, -1.268374], [5.312425, -5.058751, -1.807731], [4.323765, -5.988866, -2.936445], [3.229904, -4.555159, -0.448359], [2.276985, -5.457882, -1.618781], [5.392188, -3.619602, -0.024773], [4.705975, -2.150720, 0.671611], [7.402436, -2.334983, -0.783711], [7.199719, -2.181914, 0.967395], [6.712193, -0.858625, -0.105060], [-3.243326, 2.951096, -0.265038], [-3.489465, 1.729630, 0.632640], [-4.576123, 2.069036, 1.649349], [-3.949733, 0.563787, -0.250049], [-1.822859, 1.316892, 1.435366], [-0.791541, 0.660807, 0.394293], [-2.039785, 0.120426, 2.903096], [-1.300610, 0.292313, 4.077723], [-1.350166, -0.628409, 5.117688], [-2.149100, -1.757077, 5.008464], [-2.895665, -1.954208, 3.854562], [-2.837741, -1.026564, 2.822840], [-1.054654, 2.880479, 2.161920], [0.102582, 3.387213, 1.571539], [0.700504, 4.553378, 2.031275], [0.146232, 5.242049, 3.100193], [-1.004360, 4.754634, 3.707120], [-1.591998, 3.587659, 3.240289], [-4.131757, 3.141249, -0.879566], [-2.398440, 2.814231, -0.942440], [-3.045525, 3.847288, 0.328953], [-5.505155, 2.337661, 1.132002], [-4.296983, 2.925089, 2.269777], [-4.798953, 1.231167, 2.315065], [-4.798959, 0.874414, -0.870863], [-4.287448, -0.295807, 0.336038], [-3.155213, 0.229303, -0.918086], [-0.674526, 1.171757, 4.188133], [-0.767940, -0.459433, 6.015557], [-2.194760, -2.476707, 5.816340], [-3.528961, -2.828422, 3.762258], [-3.439584, -1.207143, 1.938923], [0.533863, 2.853777, 0.733793], [1.599067, 4.926382, 1.552808], [0.607351, 6.153438, 3.460430], [-1.440046, 5.284318, 4.545592], [-2.482428, 3.218194, 3.740381]],
  "forces_ev_per_a": [[-0.777, -0.317, 0.620], [0.000, -0.070, 0.045], [0.017, 0.045, 0.004], [0.035, 0.013, 0.009], [-0.011, -0.067, -0.010], [-0.045, 0.032, -0.026], [0.095, 0.002, 0.103], [0.092, -0.064, -0.100], [-0.476, -0.079, -0.052], [0.063, 0.256, 0.145], [0.409, -0.246, 0.159], [0.070, 0.378, -0.459], [0.142, -0.073, 0.184], [-0.137, 0.020, -0.034], [0.012, -0.045, 0.042], [0.005, 0.074, -0.040], [-0.073, -0.103, 0.042], [0.071, 0.085, -0.004], [0.076, -0.038, -0.163], [0.001, 0.030, -0.005], [0.002, -0.002, -0.002], [-0.002, -0.008, 0.004], [-0.008, 0.003, -0.003], [-0.028, -0.003, -0.020], [-0.155, 0.067, 0.085], [-0.010, 0.001, -0.007], [0.004, -0.009, 0.006], [0.014, 0.026, -0.004], [0.022, 0.006, 0.015], [0.088, 0.053, 0.017], [0.010, -0.058, -0.018], [-0.042, -0.002, 0.043], [0.018, 0.116, -0.073], [-0.030, -0.035, 0.019], [-0.008, 0.004, 0.025], [0.144, -0.106, 0.030], [-0.062, -0.014, 0.015], [0.013, -0.006, -0.001], [-0.009, 0.011, 0.022], [-0.011, 0.013, 0.005], [0.020, -0.014, -0.005], [0.009, 0.007, -0.028], [-0.019, -0.056, 0.040], [0.021, 0.018, 0.004], [0.017, -0.008, -0.010], [-0.015, -0.017, 0.011], [-0.032, 0.009, 0.010], [0.023, -0.014, 0.009], [-0.038, 0.027, -0.013], [0.000, -0.029, 0.026], [-0.039, 0.084, -0.008], [0.009, -0.032, 0.009], [-0.053, 0.201, -0.085], [0.071, 0.021, 0.092], [0.303, 0.010, -0.448], [0.139, -0.145, 0.001], [-0.156, 0.039, 0.021], [0.067, 0.032, 0.002], [-0.014, 0.002, 0.003], [0.003, 0.006, -0.014], [0.005, 0.013, -0.007], [0.023, -0.017, 0.003], [0.020, -0.031, -0.012], [0.049, -0.006, -0.002], [0.021, -0.024, 0.008], [-0.011, 0.000, -0.005], [-0.030, -0.028, 0.008], [-0.003, -0.001, -0.017], [-0.052, 0.064, -0.010], [0.108, 0.007, -0.045], [-0.087, 0.037, 0.077], [-0.074, -0.049, -0.022], [0.132, 0.024, -0.148], [-0.028, 0.027, -0.072], [-0.004, 0.010, 0.037], [0.023, 0.022, 0.050], [0.006, 0.013, -0.003], [-0.007, -0.021, -0.013], [0.014, -0.016, 0.029], [-0.036, -0.057, 0.004], [-0.088, 0.007, -0.016], [0.034, 0.015, -0.012], [0.035, 0.024, 0.008], [0.000, -0.004, -0.006], [0.029, 0.022, 0.000], [-0.059, -0.002, 0.074], [-0.009, 0.023, 0.001], [0.023, -0.031, -0.006], [0.000, -0.019, -0.001], [0.009, -0.011, -0.003], [0.007, -0.014, -0.014], [0.019, -0.013, -0.008], [0.018, 0.009, -0.011], [0.012, 0.036, 0.008], [0.051, 0.004, -0.049], [-0.003, -0.020, -0.008], [-0.001, -0.006, 0.000], [0.002, 0.006, 0.003], [-0.002, 0.004, -0.006], [0.017, 0.006, -0.001], [0.001, -0.022, -0.026], [-0.004, -0.003, 0.001], [-0.002, -0.004, 0.002], [-0.004, -0.004, -0.003], [0.014, -0.004, -0.020]]
}

---

Record 2
{
  "formula": "CH2O2S2",
  "method": "wB97M-V/def2-TZVPD",
  "smiles": "O=S(=O)=CS",
  "orbital_gap_ha": [0.2740, 0.2763],
  "relative_energy_kcal_mol": 59.0,
  "homo_energy_ev": [-9.2, -9.2],
  "symbols": ["C", "O", "O", "S", "S", "H", "H"],
  "coordinates": [[-0.881913, -0.046565, -0.368580], [-3.305634, -1.113058, -0.367150], [-3.352178, 1.198331, 0.165619], [-0.004505, 1.444492, -0.221720], [-2.578627, -0.034183, 0.197112], [-0.541880, -1.018946, 0.027407], [1.287383, 0.909913, -0.291599]],
  "forces_ev_per_a": [[-1.568, 0.354, 1.407], [-0.278, -2.302, -0.254], [1.487, 0.230, 0.474], [1.059, -0.925, -0.387], [0.031, 1.841, -0.890], [0.527, 0.441, -0.668], [-1.258, 0.361, 0.318]]
}

---

Record 3
{
  "formula": "C4H10S2",
  "method": "wB97M-V/def2-TZVPD",
  "smiles": "CCCSSC",
  "orbital_gap_ha": 0.3236,
  "relative_energy_kcal_mol": 18.2,
  "homo_energy_ev": -8.7,
  "symbols": ["C", "C", "C", "S", "S", "C", "H", "H", "H", "H", "H", "H", "H", "H", "H", "H"],
  "coordinates": [[1.710409, 0.565952, 0.967431], [2.324607, -0.835796, 0.989412], [1.253104, 0.871598, -0.451749], [0.034520, -0.257000, -1.245004], [-1.379440, -0.360844, 0.523497], [-2.739046, 0.505809, -0.303268], [0.840638, 0.639886, 1.617267], [2.435831, 1.314119, 1.298259], [2.447173, -1.376392, 1.931389], [1.699108, -1.484449, 0.373575], [3.309502, -0.880915, 0.509031], [0.934530, 1.910732, -0.533531], [2.040237, 0.780863, -1.216019], [-3.173747, 1.083996, 0.510318], [-2.443688, 1.226785, -1.065247], [-3.374266, -0.204231, -0.830767]],
  "forces_ev_per_a": [[0.352, -0.848, -0.214], [0.202, -0.725, -0.291], [0.172, 0.475, -1.082], [-1.024, 0.112, 2.694], [1.255, 0.181, -2.588], [0.041, 0.193, 0.047], [0.050, -0.039, 0.110], [-0.099, 0.061, -0.138], [-0.198, 0.586, 0.257], [-0.045, -0.085, 0.080], [-0.085, 0.341, 0.023], [-0.392, -0.062, 0.059], [0.329, 0.012, 0.476], [-0.749, -0.242, -0.197], [0.559, -0.040, 0.244], [-0.367, 0.080, 0.521]]
}